Below is a structure of composition C25H50AlBBeBr2Cl6F4GaNO9S in a non-equilibrium geometry, with properties calculated with the ωB97M-V functional and the def2-TZVPD basis.

XYZ file:
```
102
Properties=species:S:1:pos:R:3:forces:R:3
C 1.9031 -2.4180 5.1981 0.3 -0.6 1.4
O 0.8812 -3.0916 4.4196 1.1 1.5 -0.5
C 0.4847 -2.2919 3.2725 0.4 -0.6 -0.1
Ga -1.1537 -1.0654 3.7161 0.9 -0.9 -4.9
C -0.8338 0.9203 3.2039 -1.1 2.3 1.6
C -1.5907 1.8017 4.3197 3.4 0.7 3.4
O -1.0433 2.0854 5.4201 -2.4 -1.3 -4.8
Cl -3.2965 2.4664 4.0959 1.2 -0.6 -0.3
C -2.7510 -1.9090 2.6626 -1.0 -0.6 1.0
C -3.6573 -2.6567 3.7873 -0.9 1.0 -1.4
C -4.7174 -1.5375 4.3063 1.0 -1.7 -0.3
O -2.8874 -3.1432 4.9121 0.4 0.4 -0.8
H 1.5769 -1.3712 5.5596 0.5 -1.4 -0.8
H 2.0358 -3.0537 6.1543 -0.2 1.0 -1.5
H 2.9281 -2.3958 4.6817 -1.6 0.1 0.4
H 1.3517 -1.6933 2.8103 -1.0 -0.8 0.9
H 0.1678 -3.0516 2.4581 0.2 1.3 1.3
H -1.4330 -1.0579 5.3545 0.4 -1.1 5.4
H 0.2743 1.2215 3.3080 -1.8 -0.5 -0.3
H -1.2646 1.1827 2.1805 0.6 -0.6 1.3
H -2.3860 -2.6891 1.9099 -0.1 1.2 0.9
H -3.3487 -1.0915 2.1147 0.7 -1.4 0.8
H -4.2063 -3.5693 3.3401 0.6 1.5 0.6
H -5.4189 -2.0714 5.0281 0.8 1.2 -0.8
H -5.2516 -1.1696 3.3709 0.5 -0.5 1.5
H -4.1232 -0.6861 4.7874 -1.0 -1.1 -0.5
H -2.1218 -3.6863 4.6129 -0.9 0.4 0.1
Br -5.2545 1.0385 1.6269 0.4 0.2 -0.5
C -3.9286 1.2790 0.2190 -1.0 -1.1 0.3
C -4.5749 1.2436 -1.1446 0.1 -0.1 -0.4
Br -5.0052 -0.5784 -1.6765 0.1 0.3 0.2
H -3.1663 0.5092 0.3561 0.0 0.2 -0.1
H -3.4813 2.2806 0.4042 -0.2 0.4 0.3
H -3.8833 1.6051 -1.9067 -0.1 0.0 0.1
H -5.4999 1.8177 -1.1990 0.2 0.0 0.1
Be -2.0851 3.1839 0.0335 1.7 0.2 0.5
C -3.1369 1.5454 -5.4849 0.7 0.8 -0.8
Cl -3.2032 2.6390 -4.0976 0.0 -0.1 -0.2
Cl -1.6829 1.8351 -6.4356 -0.3 0.1 0.1
Cl -3.1861 -0.1481 -4.9507 -0.4 -0.5 0.4
H -4.0062 1.7354 -6.1122 0.1 -0.1 0.2
C 4.5374 0.1082 -6.9270 -0.3 0.2 -0.2
C 4.1793 -0.8190 -5.7347 1.9 0.9 -1.0
C 4.2345 -2.2823 -6.2218 -0.4 -0.1 0.2
C 3.0727 -2.6304 -7.1498 0.0 0.0 -0.2
C 1.7306 -2.2958 -6.5050 0.4 -0.3 0.5
C 1.6435 -0.8666 -5.9279 -1.4 0.9 -1.5
N 2.8478 -0.4720 -5.1471 -0.3 -3.4 2.7
O 2.7580 -1.0868 -3.9346 0.0 1.7 -1.8
C 1.4179 0.1661 -7.0604 0.2 0.0 -0.1
C 0.3385 -0.7632 -5.0899 1.3 -0.5 1.1
C 5.3235 -0.5409 -4.7244 -0.5 -0.2 0.5
H 5.6181 0.1253 -7.0959 -0.1 -0.1 0.2
H 4.1111 -0.2125 -7.8762 -0.1 0.1 0.1
H 4.2286 1.1412 -6.7387 0.0 -0.1 0.0
H 4.2245 -2.9668 -5.3665 -0.1 0.2 0.1
H 5.1770 -2.4684 -6.7463 0.0 0.3 0.1
H 3.1648 -2.1113 -8.1073 0.0 0.0 0.1
H 3.1033 -3.6991 -7.3853 0.0 0.1 0.0
H 0.9312 -2.4533 -7.2416 -0.1 0.2 0.0
H 1.5493 -3.0275 -5.7057 0.0 0.2 0.1
H 1.4378 1.1870 -6.6674 0.0 -0.1 -0.1
H 0.4403 0.0227 -7.5341 0.0 -0.1 0.1
H 2.1434 0.0966 -7.8664 0.0 0.0 0.1
H 0.2750 -1.5462 -4.3221 0.1 0.1 -0.1
H -0.5473 -0.8900 -5.7341 0.6 0.7 0.0
H 0.2549 0.2055 -4.5971 -0.2 0.0 -0.2
H 5.3466 0.5188 -4.4558 -0.1 -0.1 -0.1
H 6.2947 -0.7953 -5.1595 -0.3 0.0 -0.2
H 5.2394 -1.1218 -3.8050 -0.2 0.0 -0.1
B 0.2657 4.7504 -7.1208 0.2 1.0 -0.2
F 0.8436 4.9393 -5.8216 -0.5 -0.3 -0.7
F 0.5045 3.4006 -7.5550 -0.2 0.2 0.3
F -1.1494 4.9819 -7.0535 0.8 -0.4 0.1
F 0.8582 5.6617 -8.0473 -0.5 -0.9 0.8
Cl -1.0713 -1.5289 6.7657 -0.7 1.6 -3.4
Al -1.8499 -2.0283 -6.5846 -0.3 -0.3 -0.4
C 2.5540 5.4607 2.7397 0.3 -0.3 0.0
C 2.3714 6.2971 1.4879 -0.1 0.5 0.2
C 1.3242 5.5107 0.7272 0.4 1.0 -0.6
O 0.4968 4.8492 1.7197 -0.2 0.0 -0.5
C 1.1448 4.9667 3.0010 0.4 -0.1 0.6
H 2.9700 6.0170 3.5804 -0.1 -0.1 0.0
H 3.2145 4.6136 2.5283 -0.1 0.1 0.1
H 1.9775 7.2824 1.7568 0.1 -0.1 -0.1
H 3.2895 6.4406 0.9172 -0.1 -0.1 0.0
H 1.7826 4.7431 0.1071 0.1 0.3 0.0
H 0.7001 6.1437 0.0925 -0.2 -0.2 0.2
H 0.5774 5.6890 3.5960 -0.2 -0.1 -0.1
H 1.1228 4.0018 3.5111 -0.2 0.0 -0.1
Cl 0.9557 2.7672 0.7656 -1.3 -1.0 -0.1
C -1.4433 -4.2796 8.7986 -0.4 -0.3 -0.2
C -2.4281 -3.9193 9.9006 0.1 0.6 -0.1
O -2.1617 -4.8462 10.9523 0.6 -0.5 -0.3
S -0.5812 -5.2181 10.9440 0.0 0.0 0.3
O 0.0782 -4.4015 11.9184 -0.3 -0.8 -0.7
O -0.4520 -6.6424 10.9086 -0.1 1.1 0.2
O -0.2339 -4.6287 9.4714 -0.2 0.1 0.7
H -1.7840 -5.1528 8.2349 0.0 0.1 0.0
H -1.2706 -3.4497 8.1114 0.1 -0.3 0.3
H -3.4650 -3.9960 9.5734 0.1 -0.2 0.2
H -2.2413 -2.9112 10.2830 0.0 0.0 -0.1
```
Forces are in eV/Å.

LUMO level (spin up / spin down) ... -7.88 / -7.88 eV
Net charge ... +1
Orbital gap (spin up / spin down) ... 3.20 / 3.20 eV
Multiplicity ... 2


Below is a cluster of 5 separate species, C25H50BFNO7S in total in a non-equilibrium geometry, with properties calculated with the ωB97M-V functional and the def2-TZVPD basis.

XYZ file:
```
86
Properties=species:S:1:pos:R:3:forces:R:3
C 0.7172 2.4264 1.4751 0.3 -0.2 0.1
C 0.8215 1.2113 0.5587 0.3 0.2 -0.3
C 2.0325 1.4046 -0.3716 -0.3 0.1 0.0
C -0.4124 0.9976 -0.3225 0.1 -0.3 0.2
C -1.7622 0.5808 0.3304 0.1 0.3 -0.3
C -1.6687 0.1582 1.7887 -0.3 -0.5 0.1
C -2.8908 1.6236 0.1039 -0.1 0.0 0.3
O -3.3584 2.1867 1.3049 0.0 0.0 -0.1
B -4.1816 3.3724 1.1309 0.3 0.0 -0.3
S -5.5013 3.5793 2.5254 -0.3 0.1 0.0
C -3.2435 4.7197 1.2396 0.6 -0.4 0.7
O -2.2038 4.8083 1.8528 -0.5 0.1 -0.5
N -3.7939 5.9969 0.6060 -0.2 0.0 -0.3
C -2.9633 6.5707 -0.3507 -0.7 0.4 -0.7
O -3.1928 6.7446 -1.5125 0.3 -0.3 0.8
F -1.7852 7.0269 0.1453 0.2 0.1 0.0
H -0.0634 2.3488 2.2275 -0.1 0.0 -0.1
H 0.5432 3.3315 0.8874 -0.1 0.0 0.0
H 1.6600 2.5592 2.0135 0.0 0.1 0.0
H 1.0215 0.3076 1.1429 -0.1 0.0 0.1
H 1.8463 2.2641 -1.0253 0.0 0.0 0.0
H 2.1857 0.5341 -1.0141 0.1 0.0 0.0
H 2.9399 1.6229 0.1938 0.1 -0.1 0.0
H -0.5316 1.9145 -0.9097 -0.2 0.1 0.0
H -0.1463 0.2163 -1.0414 0.0 0.1 0.0
H -2.0696 -0.3137 -0.2166 0.0 0.0 0.0
H -2.5393 -0.4652 2.0201 0.0 0.1 0.1
H -0.7928 -0.4709 1.9497 0.0 0.1 0.1
H -1.7024 0.9881 2.4867 0.1 0.1 -0.1
H -3.7328 1.1404 -0.4140 0.0 0.0 0.0
H -2.5312 2.4170 -0.5641 0.1 0.0 -0.1
H -4.8143 3.4002 0.0902 0.0 0.0 0.0
H -4.7143 3.5393 3.6069 0.2 0.0 0.0
H -3.9686 6.6635 1.3512 0.2 0.0 0.1
C 1.0623 5.5727 6.1487 0.0 0.0 0.0
C -0.0019 5.9565 5.1201 0.0 0.0 0.0
C 0.5273 5.2861 3.8599 0.0 0.0 0.0
O 1.2178 4.1107 4.3052 0.1 0.0 0.0
C 1.4030 4.1518 5.7134 -0.1 0.0 0.0
H 0.7180 5.6250 7.1817 0.0 0.0 0.0
H 1.9370 6.2202 6.0461 0.0 0.0 0.0
H -0.9682 5.5284 5.3949 0.0 0.0 0.0
H -0.1271 7.0319 5.0005 0.0 0.0 0.0
H 1.2392 5.9350 3.3355 0.0 0.0 0.0
H -0.2566 4.9971 3.1653 0.0 0.0 0.0
H 0.7281 3.4263 6.1840 0.0 0.0 0.0
H 2.4312 3.8660 5.9473 0.0 0.0 0.0
C 1.0978 -4.2177 -0.0820 0.0 0.0 0.1
C -0.3097 -4.6704 0.3065 0.0 0.0 0.0
C -0.8754 -3.4063 0.9443 0.0 0.0 0.0
O -0.2522 -2.3139 0.2770 0.1 0.0 0.0
C 0.8427 -2.7793 -0.5126 -0.1 0.0 0.0
H 1.5536 -4.8186 -0.8665 0.0 0.0 0.0
H 1.7525 -4.2397 0.7936 0.0 0.0 0.0
H -0.8802 -4.9311 -0.5886 0.0 0.0 0.0
H -0.3272 -5.5250 0.9832 0.0 0.0 0.0
H -0.6325 -3.3575 2.0122 0.0 0.0 0.0
H -1.9569 -3.3140 0.8350 0.0 0.0 0.0
H 0.5634 -2.7222 -1.5706 0.0 0.0 0.0
H 1.6971 -2.1205 -0.3497 0.0 0.0 0.0
C -0.0082 -0.6063 -5.7979 0.0 0.0 0.0
C -0.2352 0.8548 -5.4142 0.0 0.0 0.0
C -0.3802 0.7568 -3.9009 0.0 0.0 0.0
O 0.4424 -0.3445 -3.4965 0.0 0.0 0.0
C 0.8494 -1.0937 -4.6363 0.0 0.0 0.0
H 0.4783 -0.7377 -6.7642 0.0 0.0 0.0
H -0.9594 -1.1429 -5.8174 0.0 0.0 0.0
H 0.6412 1.4530 -5.6735 0.0 0.0 0.0
H -1.1067 1.3031 -5.8888 0.0 0.0 0.0
H -1.4155 0.5501 -3.6122 0.0 0.0 0.0
H -0.0532 1.6552 -3.3792 0.0 0.0 0.0
H 1.9135 -0.9078 -4.8264 0.0 0.0 0.0
H 0.7189 -2.1568 -4.4248 0.0 0.0 0.0
C 3.8269 -8.5138 -2.4804 0.0 0.0 0.0
C 2.4158 -8.9669 -2.1093 0.0 0.0 0.0
C 1.8417 -7.6999 -1.4885 0.0 0.0 0.0
O 2.4734 -6.6077 -2.1587 0.0 0.0 0.0
C 3.5778 -7.0799 -2.9303 0.0 0.0 0.0
H 4.2939 -9.1210 -3.2544 0.0 0.0 0.0
H 4.4714 -8.5278 -1.5989 0.0 0.0 0.0
H 1.8573 -9.2351 -3.0086 0.0 0.0 0.0
H 2.3922 -9.8154 -1.4273 0.0 0.0 0.0
H 2.0718 -7.6407 -0.4190 0.0 0.0 0.0
H 0.7620 -7.6118 -1.6130 0.0 0.0 0.0
H 3.3135 -7.0375 -3.9926 0.0 0.0 0.0
H 4.4312 -6.4228 -2.7606 0.0 0.0 0.0
```
Forces are in eV/Å.

LUMO level ... 2.01 eV
Net charge ... -1
Orbital gap ... 6.78 eV
Multiplicity ... 1


Below is the ion C25H50Br2F3N3OP with charge -1 in a non-equilibrium geometry, with properties calculated with the ωB97M-V functional and the def2-TZVPD basis.

XYZ file:
```
85
Properties=species:S:1:pos:R:3:forces:R:3
C 0.7402 -0.1469 1.5524 -2.6 0.8 0.3
C 1.7546 -0.7607 1.4473 3.0 -1.1 0.5
C 3.0877 -1.4735 1.3886 -1.5 -1.0 0.5
P 4.3118 -1.0572 -0.0767 -0.9 -0.6 -0.9
O 5.4187 -0.8600 -1.4410 0.6 0.4 0.0
C 2.9097 -0.3920 -1.2294 0.1 0.4 -0.9
C 2.5206 1.1090 -1.2341 -2.1 -0.1 -1.9
C 1.4706 1.2829 -2.4604 1.5 0.8 0.9
C 0.7096 2.6580 -2.2790 -1.0 -1.3 -1.4
C -0.8615 2.3816 -2.2467 0.4 1.5 1.0
C -1.5897 3.4467 -1.3015 -0.3 -0.6 -0.1
C -2.1051 2.8062 0.0435 -0.4 -0.2 -0.7
C -3.2668 1.7616 -0.2301 -0.2 0.7 1.2
C -4.7061 2.3987 -0.0929 0.2 -0.5 -0.9
C -5.8253 1.2795 -0.1721 -0.1 0.7 0.7
C -7.1287 1.6845 0.6258 -0.5 -0.5 -0.1
C -7.7412 0.4909 1.4635 -0.5 0.5 -0.6
C -8.3673 -0.6249 0.5349 1.1 -0.7 0.7
C -7.4781 -1.9321 0.4444 -0.8 -0.1 -0.7
C -8.2954 -2.9634 -0.4458 1.3 0.2 0.4
C -7.4895 -4.2816 -0.7546 -0.9 0.2 -0.1
C 5.6730 -1.9603 0.9400 0.3 -0.1 0.8
C 7.1355 -2.0297 0.3854 0.6 0.2 1.0
C 7.5588 -3.1582 -0.5883 0.7 0.1 0.5
F 8.8048 -3.6681 -0.1245 -1.2 0.3 -0.4
Br 8.0030 -2.5398 -2.4336 -0.4 -0.1 0.7
C 6.6528 -4.4266 -0.7445 0.7 -1.2 -1.7
F 7.3419 -5.2783 -1.6273 -0.7 0.7 1.0
F 5.4608 -4.2278 -1.3398 1.1 0.1 1.2
Br 6.5205 -5.5216 0.9080 -0.2 0.7 -0.6
C 4.8910 0.6435 0.5934 1.1 0.1 0.6
C 4.4068 1.3427 1.8948 2.6 3.6 0.6
N 4.7226 0.6866 3.1963 -1.9 -0.3 -0.4
N 3.1377 2.0950 1.9061 -0.2 -0.5 -0.5
N 5.4056 2.5331 2.0032 0.0 -0.2 0.6
H -0.2498 0.3091 1.6788 1.2 -0.4 -0.2
H 3.6111 -1.5700 2.3817 -0.7 0.7 -0.7
H 2.7920 -2.5535 1.2065 0.4 1.0 -0.1
H 3.9723 -2.3475 -0.6228 0.0 -0.1 -0.2
H 5.3687 0.0299 -1.8199 0.0 -0.4 0.2
H 3.2984 -0.5843 -2.2774 -0.2 0.1 1.1
H 1.9951 -1.0575 -1.2363 0.7 0.8 0.6
H 3.3265 1.8384 -1.5336 -0.4 -0.8 0.8
H 1.9287 1.4932 -0.3692 1.0 -0.6 -0.2
H 2.1259 1.2803 -3.3768 -0.9 0.0 0.6
H 0.7969 0.3936 -2.5074 0.4 0.8 0.1
H 0.9186 3.2562 -3.2108 -0.2 -0.1 1.2
H 1.0162 3.2137 -1.3550 -0.1 -0.6 -0.9
H -1.2948 2.5078 -3.2709 0.4 -0.6 0.8
H -1.0642 1.3696 -1.8156 0.2 0.7 -0.7
H -0.9225 4.3123 -1.0683 -0.4 -0.7 -0.3
H -2.4694 3.8434 -1.8714 0.5 -0.1 0.6
H -2.5108 3.6091 0.7098 0.4 -0.6 -0.4
H -1.2796 2.2817 0.5931 -0.5 0.6 -0.6
H -3.1895 0.9864 0.5841 -0.1 0.4 -1.0
H -3.1589 1.3048 -1.2453 -0.1 0.2 0.9
H -4.8223 3.0080 0.8380 0.3 -0.7 -0.6
H -4.8402 3.1065 -0.9561 0.0 -0.5 0.8
H -5.4461 0.3165 0.2701 -0.2 0.9 -0.5
H -6.0946 1.1220 -1.2436 0.3 -0.2 0.8
H -6.9794 2.5571 1.3103 0.2 -0.7 -0.6
H -7.9196 1.9997 -0.1129 0.7 -0.2 0.7
H -6.9771 0.0553 2.1617 -0.6 0.4 -0.7
H -8.5708 0.9101 2.0937 0.8 -0.3 -0.4
H -8.4928 -0.2547 -0.5186 -0.2 -0.2 1.0
H -9.3480 -0.9531 0.9742 0.7 0.4 -0.7
H -6.4807 -1.7114 -0.0238 -0.9 -0.2 0.4
H -7.2820 -2.3827 1.4530 -0.2 0.5 -0.8
H -9.2460 -3.1748 0.1127 0.7 0.1 -0.7
H -8.4944 -2.4500 -1.4223 -0.2 -0.5 0.9
H -8.2281 -5.0758 -1.0397 0.8 0.5 0.3
H -6.8364 -4.1265 -1.6476 -0.2 -0.1 0.9
H -6.9055 -4.6221 0.1380 -0.4 0.2 -0.9
H 5.7573 -1.4594 1.9494 0.0 -0.4 -1.0
H 5.2619 -2.9838 1.1789 0.5 0.9 -0.4
H 7.5278 -1.0612 -0.0281 -0.8 -0.9 0.2
H 7.7830 -2.1692 1.3044 -0.4 -0.3 -1.1
H 5.0491 1.4468 -0.1841 -0.8 -0.8 0.6
H 5.9790 0.4464 0.8481 -1.2 0.0 -0.2
H 4.9692 1.4300 3.8627 0.0 -0.1 -0.6
H 3.7967 0.3778 3.5325 0.6 -0.4 -0.1
H 3.1607 2.7498 2.6972 0.3 -0.5 -0.2
H 3.1739 2.7126 1.0849 -0.3 -0.5 0.2
H 6.3567 2.1735 2.1030 -0.2 0.2 -0.4
H 5.3158 3.1244 1.1781 0.4 -0.4 0.1
```
Forces are in eV/Å.

LUMO level ... 2.38 eV
Net charge ... -1
Orbital gap ... 6.40 eV
Multiplicity ... 1


Below is a cluster of 2 separate species, C25H50Br2N4O6 in total in a non-equilibrium geometry, with properties calculated with the ωB97M-V functional and the def2-TZVPD basis.

XYZ file:
```
87
Properties=species:S:1:pos:R:3:forces:R:3
C 4.7935 1.1819 1.8541 -0.1 -0.2 0.1
C 3.3962 0.7901 1.3388 0.5 0.1 0.3
C 2.7616 1.8782 0.4874 -0.2 -0.1 0.1
C 1.4125 1.4966 -0.1379 0.3 -0.2 0.3
C 0.3967 1.1809 0.9677 0.1 0.2 0.0
N 1.6214 0.3251 -1.0274 -0.1 0.3 -0.3
C 2.5930 0.5356 -2.1102 0.1 0.1 -0.1
C 3.8621 -0.2642 -1.8955 0.5 0.2 0.2
O 4.9420 0.2323 -1.6748 -0.6 -0.3 -0.2
C 0.5070 -0.4253 -1.4624 0.1 0.0 0.3
N -0.5928 0.0760 -2.2026 -0.2 -0.4 -0.1
O -1.2307 1.0808 -1.4556 0.0 0.2 0.0
C -2.4492 0.5672 -0.8990 0.1 -0.2 0.1
C -3.3975 1.7260 -0.6796 -0.2 -0.1 0.0
N -4.7697 1.2360 -0.5114 0.2 -0.1 0.3
C -5.4320 1.6003 0.7404 -0.2 -0.1 -0.2
C -5.4844 0.4718 1.7563 0.0 0.1 0.1
C -6.0990 0.9203 3.0710 0.0 -0.1 0.0
O -6.2033 -0.6368 1.2181 0.2 -0.2 0.0
C -0.4704 0.5069 -3.5949 0.0 0.3 -0.2
C 0.1039 -0.6069 -4.4685 0.0 0.3 -0.2
C 0.2173 1.8800 -3.7857 -0.2 -0.1 0.0
C -0.6120 2.8606 -4.6325 0.3 0.1 -0.1
C -1.2367 3.9692 -3.7945 0.0 0.0 0.0
N 0.4475 -1.6690 -1.1870 0.3 0.7 0.4
C 1.4610 -2.4031 -0.4452 0.2 -0.2 0.0
C 0.8904 -3.3189 0.6233 0.2 0.0 0.1
C 0.3220 -2.6078 1.8530 -0.1 -0.2 0.2
O -1.0549 -2.3455 1.8470 0.1 0.4 0.0
C -1.8810 -3.4900 1.8707 -0.1 -0.1 -0.2
C -0.7440 -2.5857 -1.7456 -0.5 -0.3 0.4
O -1.7081 -2.5566 -1.0223 -0.3 0.2 0.1
O -0.3348 -3.1660 -2.7135 0.3 -0.6 -1.1
H 5.5709 0.5969 1.3695 0.1 0.1 -0.2
H 4.8812 0.9710 2.9193 0.0 0.0 0.1
H 4.9976 2.2402 1.7048 0.1 0.1 0.0
H 3.4891 -0.1495 0.7985 -0.1 0.0 -0.1
H 2.7688 0.5819 2.2040 -0.2 0.0 0.0
H 2.5508 2.7292 1.1404 0.1 0.1 -0.1
H 3.4677 2.2367 -0.2608 0.1 -0.1 -0.1
H 1.0624 2.3638 -0.7061 -0.1 -0.1 -0.2
H 0.1655 0.1200 1.0333 -0.1 0.0 0.0
H 0.7902 1.4927 1.9339 0.0 -0.1 0.1
H -0.5256 1.7268 0.8106 -0.2 -0.1 -0.1
H 2.1718 0.2325 -3.0715 0.0 -0.1 0.0
H 2.8598 1.5858 -2.2068 0.0 0.1 0.1
H 3.7477 -1.3642 -1.9666 0.0 0.0 0.1
H -2.2338 0.0469 0.0381 0.0 -0.1 0.0
H -2.8698 -0.1730 -1.5785 0.0 0.0 -0.2
H -3.0961 2.2902 0.2061 0.1 0.1 0.0
H -3.3411 2.3964 -1.5392 0.0 0.1 0.0
H -4.7662 0.2238 -0.5678 -0.1 0.0 -0.1
H -6.4703 1.8874 0.5278 -0.1 0.1 0.0
H -4.9590 2.4743 1.1855 0.1 0.1 0.0
H -4.4740 0.0979 1.9414 0.1 0.0 0.0
H -7.1682 1.0866 2.9465 -0.1 0.1 0.0
H -5.6378 1.8384 3.4325 0.0 0.1 0.0
H -5.9661 0.1549 3.8318 0.0 -0.1 0.0
H -6.8482 -0.3104 0.5850 -0.2 0.1 0.0
H -1.5076 0.6427 -3.9055 -0.1 0.0 0.1
H -0.6725 -1.2868 -4.7992 0.0 -0.2 0.2
H 0.8812 -1.1872 -3.9777 0.0 -0.1 0.1
H 0.5435 -0.1479 -5.3544 0.0 0.0 -0.1
H 0.3615 2.3271 -2.8028 0.2 0.1 0.0
H 1.1946 1.7411 -4.2460 0.1 0.0 0.0
H 0.0431 3.3195 -5.3741 0.0 0.0 -0.1
H -1.3781 2.3293 -5.1980 -0.1 -0.1 0.0
H -1.9732 4.5395 -4.3571 -0.1 0.0 0.0
H -1.7177 3.5623 -2.9050 -0.1 0.0 0.0
H -0.4674 4.6656 -3.4614 0.0 0.0 0.1
H 2.1630 -1.7182 0.0205 0.0 0.2 -0.1
H 2.0013 -2.9978 -1.1826 0.0 -0.1 -0.1
H 1.7532 -3.8897 0.9715 0.0 -0.1 0.0
H 0.1865 -4.0328 0.1992 -0.1 0.0 0.1
H 0.5751 -3.2049 2.7374 0.0 -0.1 0.1
H 0.8060 -1.6410 1.9941 0.1 0.0 -0.1
H -2.2468 -3.7138 0.8679 0.0 0.0 0.0
H -2.7287 -3.2777 2.5181 -0.1 0.0 0.1
H -1.3458 -4.3639 2.2514 0.0 0.0 0.1
Br 6.4055 -2.4321 4.0069 0.0 0.0 0.0
C 5.3763 -1.9604 5.5857 0.1 -0.1 -0.1
C 3.9634 -2.4747 5.5106 -0.1 0.1 0.0
Br 2.8926 -1.4448 4.2578 0.0 -0.1 0.0
H 5.4109 -0.8788 5.6653 0.0 0.0 0.0
H 5.8967 -2.4074 6.4292 0.0 0.0 0.0
H 3.4715 -2.3777 6.4754 0.0 0.0 0.0
H 3.9176 -3.5070 5.1801 0.0 0.0 0.0
```
Forces are in eV/Å.

LUMO level ... 0.35 eV
Orbital gap ... 9.16 eV
Multiplicity ... 1


Here are the calculated calculated total energy numbers, same order: -343611.533 -56789.104 -190775.374 -185062.931 (eV).